Here is C5H5F4NO2S in the gas phase from the Open Molecules 2025 dataset. Energies are from ωB97M-V/def2-TZVPD.

The geometry in XYZ format:
```
18
C5H5F4NO2S | the Open Molecules 2025 dataset | ωB97M-V/def2-TZVPD
C -2.43207 -2.02404 -0.52886
C 1.83171 0.37543 -0.78072
C -0.52693 0.73414 1.04561
C -2.05845 -1.07428 0.49862
C -2.64260 1.29638 -0.09281
N -1.78308 0.31625 0.49682
O -2.54648 -1.51870 -1.77393
O -2.69183 -3.18048 -0.27779
F -1.80123 -1.63322 1.74721
F -2.17368 1.78264 -1.24785
F -2.80171 2.37032 0.79952
F -3.85832 0.65919 -0.23509
S 0.59584 1.40870 -0.29748
H 2.21896 -0.28284 -0.03801
H 2.19318 0.33962 -1.81918
H -0.71210 1.66663 1.58996
H -0.18635 -0.13041 1.56848
H -3.17129 -2.03370 -2.34577
```

Calculated values
Max |F| (Eh/bohr): 0.0453
Orbital gap (alpha / beta) (eV): 6.4 / 8.8
Relative energy (zero: lowest compared OMol25 entry of this formula, charge and spin) (kJ/mol): 294.4
Net charge: 0
LUMO energy (alpha / beta) (eV): -1.36 / -0.22